Computed, not measured: a 2-piece molecular cluster, C9H14 overall, with wB97M-V/def2-TZVPD.

Geometry as XYZ:
```
23
Properties=species:S:1:pos:R:3:forces:R:3:mulliken_charge:R:1
C 0.486 3.586 0.071 0.8 4.9 -1.0 -1.328
C 0.394 2.200 0.375 -1.5 -0.2 -0.3 0.971
C 0.913 1.840 1.585 0.9 -3.2 1.6 -0.430
C 0.986 0.452 1.786 -0.5 0.1 -0.4 -0.640
C 0.434 -0.411 0.814 0.6 -3.0 1.5 0.124
C -0.189 -0.057 -0.356 -1.2 2.4 -0.8 -0.174
C -0.302 1.362 -0.525 1.8 -1.6 0.3 -0.808
H 1.244 4.154 0.738 -1.5 -0.9 -0.8 0.295
H -0.501 4.136 0.101 0.9 -0.5 0.1 0.268
H 0.898 3.782 -0.951 -0.4 -0.3 0.6 0.333
H 1.314 2.438 2.437 -0.4 0.2 -1.4 0.287
H 1.481 0.065 2.687 -0.4 -0.1 -0.5 0.328
H 0.454 -1.527 1.024 0.3 1.4 -0.1 0.153
H -0.630 -0.782 -1.115 0.7 1.3 1.4 0.338
H -0.680 1.812 -1.436 -0.2 -0.1 0.1 0.364
C -0.515 -3.570 -1.007 0.0 2.7 0.9 -0.409
C -1.661 -4.000 -1.899 -1.7 1.8 -1.1 -0.951
H 0.399 -4.134 -1.096 0.2 -0.3 -0.1 0.361
H -0.226 -2.424 -1.074 -0.5 -2.7 -0.5 -0.167
H -0.853 -3.584 0.045 0.2 -0.4 -0.3 0.224
H -2.462 -3.153 -2.030 1.7 -1.3 0.0 0.241
H -2.271 -4.768 -1.501 -0.4 -1.0 1.1 0.320
H -1.445 -4.429 -2.885 0.5 0.7 0.0 0.301
```
Positions in Å, forces in eV/Å.

As for the multiplicity: 1. The charge is 0. The calculation puts the orbital gap at 9.86 eV. The value obtained for the energy above the lowest of the compared OMol25 structures with the same formula, charge and spin is 37.6 kcal/mol. The HOMO energy is -8.82 eV.

=====

Computed, not measured: a 4-piece molecular cluster, C16H32O6 overall, with wB97M-V/def2-TZVPD.

Geometry as XYZ:
```
54
Properties=species:S:1:pos:R:3:forces:R:3:mulliken_charge:R:1
C 20.267 -15.996 -9.627 2.2 -0.2 0.7 -1.079
C 18.864 -15.763 -10.003 -1.0 0.2 -1.4 -0.167
O 17.907 -15.996 -8.972 -0.5 0.3 0.8 -0.319
C 17.307 -17.186 -8.716 0.5 0.6 0.5 0.703
O 17.430 -18.210 -9.324 -0.1 0.1 0.0 -0.538
O 16.569 -16.983 -7.597 1.4 1.1 -0.3 -0.309
C 15.919 -18.048 -6.950 -1.2 -0.3 -0.6 -0.639
H 20.941 -15.999 -10.484 -0.4 -0.8 -0.5 0.337
H 20.448 -16.855 -8.980 -0.1 -0.3 -0.4 0.299
H 20.789 -15.183 -9.123 -0.8 0.5 0.6 0.319
H 18.532 -16.253 -10.919 0.3 -0.8 0.2 0.325
H 18.823 -14.727 -10.339 -0.7 0.3 0.7 0.250
H 14.895 -17.952 -7.310 -0.2 -1.0 -0.2 0.261
H 15.779 -17.895 -5.881 0.9 0.4 0.0 0.233
H 16.411 -18.996 -7.172 -0.3 0.0 0.0 0.321
C 13.141 -16.116 -13.574 -0.6 -0.2 -0.2 -0.496
C 12.849 -15.409 -12.209 0.1 -0.6 0.1 -0.358
C 13.436 -14.030 -12.379 0.1 0.0 -0.2 -0.436
O 13.399 -13.823 -13.789 -0.1 1.0 0.1 -0.393
C 13.803 -15.039 -14.445 0.1 0.9 1.4 -0.400
H 12.243 -16.354 -14.144 -0.4 0.0 0.5 0.187
H 13.625 -17.088 -13.477 0.5 0.3 0.1 0.368
H 13.342 -15.893 -11.366 -0.1 -0.3 -0.1 0.221
H 11.789 -15.331 -11.970 0.0 -0.2 -0.2 0.256
H 14.420 -13.948 -11.917 0.8 -0.4 -0.6 0.218
H 12.942 -13.250 -11.799 -0.8 0.1 -0.7 0.331
H 14.892 -14.993 -14.425 0.2 -0.6 -0.3 0.257
H 13.404 -15.004 -15.458 0.2 0.0 0.1 0.244
C 10.898 -10.421 -19.029 0.7 1.2 1.6 -0.599
C 10.136 -9.563 -20.015 -2.4 -0.8 0.4 -0.450
C 11.092 -9.386 -21.083 0.3 0.7 -1.5 -0.436
O 12.268 -9.027 -20.380 1.4 -0.4 0.3 -0.422
C 12.321 -9.737 -19.098 -2.1 -1.4 -1.2 -0.417
H 10.848 -11.501 -19.169 0.2 0.2 -0.6 0.302
H 10.592 -10.262 -17.995 -0.5 -0.1 0.0 0.283
H 9.833 -8.571 -19.680 0.0 -0.2 0.6 0.220
H 9.252 -10.076 -20.394 -0.3 0.0 0.2 0.323
H 10.800 -8.645 -21.827 0.3 1.0 0.5 0.344
H 11.041 -10.229 -21.772 1.3 -1.1 0.4 0.262
H 12.358 -9.101 -18.214 0.6 0.5 -0.6 0.315
H 13.061 -10.537 -19.062 0.5 0.5 -0.2 0.274
C 10.097 -21.207 -19.946 0.7 -0.3 -1.1 -0.476
C 10.620 -20.484 -18.749 0.8 -0.5 2.1 -0.509
C 11.375 -19.240 -19.197 -0.6 -0.4 1.8 -0.392
O 11.191 -19.248 -20.532 0.3 -0.2 -4.4 -0.420
C 11.030 -20.641 -21.065 -1.4 1.0 1.7 -0.419
H 9.052 -20.988 -20.167 0.1 0.3 -0.1 0.264
H 10.154 -22.288 -19.818 0.1 0.0 -0.1 0.297
H 11.454 -21.050 -18.335 -0.6 -0.7 0.6 0.228
H 9.859 -20.305 -17.990 0.2 0.0 0.1 0.336
H 12.411 -19.273 -18.859 0.5 -0.4 -0.4 0.266
H 11.025 -18.345 -18.681 -0.6 0.4 -0.6 0.267
H 11.981 -21.151 -21.224 0.2 0.1 0.5 0.271
H 10.488 -20.675 -22.011 0.2 0.8 -0.1 0.287
```
Positions in Å, forces in eV/Å.

As for the multiplicity: 1. The charge is 0. The calculation puts the orbital gap at 10.23 eV. The value obtained for the energy above the lowest of the compared OMol25 structures with the same formula, charge and spin is 10.1 kcal/mol. The HOMO energy is -9.64 eV.

=====

Computed, not measured: a 13-piece molecular cluster, C20H66O13 overall, with wB97M-V/def2-TZVPD.

Geometry as XYZ:
```
99
Properties=species:S:1:pos:R:3:forces:R:3:mulliken_charge:R:1
C -1.364 -3.361 -3.932 1.8 0.6 -1.0 -0.267
O -1.828 -4.471 -3.285 -1.1 -1.3 1.1 -0.555
H -0.894 -2.631 -3.272 -0.3 0.4 0.2 -0.103
H -0.523 -3.766 -4.495 0.1 0.3 -0.5 0.300
H -2.048 -2.892 -4.639 -0.3 0.1 0.1 0.315
H -2.455 -4.231 -2.598 -0.1 0.0 0.0 0.301
C -3.510 -0.776 0.850 0.1 0.2 0.5 -0.173
O -4.214 -1.504 -0.118 -0.2 -0.3 -0.5 -0.523
H -3.890 -1.024 1.841 0.3 -0.1 0.3 0.453
H -2.450 -1.017 0.766 -0.1 0.0 0.1 -0.204
H -3.625 0.302 0.736 0.0 0.2 -0.2 0.138
H -5.141 -1.493 0.131 -0.1 -0.1 -0.1 0.280
C 0.279 1.102 -4.953 -0.1 0.6 -1.7 -0.650
O -0.200 -0.199 -4.940 -0.4 -2.0 0.8 -0.311
H 0.918 1.192 -5.832 0.5 0.5 0.2 0.402
H -0.601 1.705 -5.179 0.2 0.9 0.5 0.228
H 0.831 1.388 -4.057 -0.3 -0.2 0.0 0.147
H -0.184 -0.573 -5.824 0.0 0.2 0.0 0.239
C 1.790 -6.263 -1.412 1.2 -0.4 0.2 -0.329
O 3.119 -5.833 -1.119 0.4 0.5 0.1 -0.525
H 1.674 -6.927 -0.556 -1.1 0.0 -0.2 0.182
H 1.067 -5.450 -1.479 0.0 0.0 0.2 0.090
H 1.759 -6.844 -2.333 -0.1 -0.1 0.0 0.294
H 3.634 -5.534 -1.872 -0.4 0.0 -0.3 0.289
C -1.894 -4.454 1.401 -0.6 -0.5 -0.8 -0.322
O -3.123 -4.840 2.068 1.0 0.9 0.1 -0.530
H -0.983 -4.717 1.939 -0.1 -0.3 0.1 0.316
H -1.950 -4.936 0.425 0.6 -0.2 -0.1 0.356
H -1.801 -3.399 1.144 -0.7 0.2 0.6 -0.097
H -2.970 -5.736 2.376 -0.1 -0.1 0.0 0.308
C -2.633 3.141 0.836 -0.4 -0.2 0.3 -0.531
C -2.933 4.567 0.375 -0.9 -0.2 1.3 0.623
C -3.650 5.401 1.469 -0.8 -1.6 -0.6 -1.471
O -1.789 5.298 0.142 1.9 1.1 -0.3 -0.550
H -1.968 2.576 0.182 0.0 0.1 -0.2 -0.190
H -3.551 2.567 0.965 -0.2 0.0 -0.4 0.279
H -2.204 3.066 1.835 0.3 0.6 -0.1 0.202
H -3.543 4.613 -0.527 -0.3 -0.6 -0.1 0.199
H -4.203 6.196 0.968 0.7 0.7 0.5 0.361
H -2.949 5.585 2.284 0.0 0.8 -0.3 0.361
H -4.457 4.829 1.926 -0.1 -0.4 0.0 0.349
H -1.101 4.818 -0.323 -0.2 -0.3 -0.1 0.298
C -2.289 1.612 -2.668 -0.3 -1.6 -1.5 -0.826
C -3.476 1.407 -3.671 2.0 -1.3 0.4 0.742
C -4.309 0.130 -3.341 -0.1 1.6 1.2 -1.133
O -4.039 2.672 -3.763 -2.3 0.5 -0.2 -0.609
H -1.738 0.676 -2.578 -0.1 -0.3 0.2 -0.532
H -2.604 1.959 -1.683 0.1 0.3 -0.4 0.622
H -1.626 2.207 -3.295 0.3 0.8 0.9 0.431
H -3.024 1.176 -4.636 0.3 -0.1 -0.3 0.109
H -3.609 -0.702 -3.261 0.0 0.0 -0.3 0.147
H -5.163 -0.140 -3.963 0.3 0.3 -0.3 0.436
H -4.682 0.267 -2.327 -0.3 -0.2 0.2 0.253
H -3.371 3.354 -3.664 0.1 -0.2 0.0 0.325
C 1.441 -2.186 -0.288 1.1 -0.8 0.4 -1.563
C 0.466 -1.107 -0.478 -2.8 -0.7 1.7 1.779
C 0.158 -0.373 0.781 1.0 0.4 2.0 -1.068
O 0.737 -0.203 -1.441 1.3 1.3 -2.7 0.188
H 2.361 -1.894 0.218 0.0 0.2 0.1 0.111
H 1.736 -2.717 -1.193 -0.3 0.0 -0.1 0.477
H 0.882 -2.858 0.364 0.5 -0.5 0.1 0.244
H -0.454 -1.668 -0.641 -0.6 0.0 -1.0 -0.118
H -0.518 0.481 0.737 -0.2 -0.2 -0.5 0.090
H 1.104 0.019 1.154 0.2 0.4 0.1 0.054
H -0.159 -0.999 1.615 -0.2 -0.2 -0.1 0.327
H -0.070 0.154 -1.819 0.0 0.0 0.0 -0.292
C 3.898 1.468 -0.627 1.1 -0.3 0.8 -0.997
C 4.871 1.620 0.615 -1.4 1.5 -0.8 0.472
C 4.554 2.958 1.280 0.1 0.1 -0.3 -1.360
O 4.568 0.638 1.581 0.1 -0.6 -0.2 -0.539
H 4.268 0.696 -1.302 -0.2 -0.3 0.1 0.354
H 3.785 2.345 -1.264 0.1 0.3 0.4 0.405
H 2.932 1.201 -0.198 -0.1 -0.1 -0.3 0.029
H 5.922 1.527 0.341 0.1 0.2 -0.2 0.385
H 4.796 3.771 0.595 0.2 0.1 0.1 0.456
H 5.052 3.107 2.238 0.2 -0.1 -0.1 0.276
H 3.483 3.038 1.462 -0.1 -0.2 0.0 0.320
H 4.712 -0.187 1.112 -0.2 -0.5 0.4 0.270
C 2.777 1.939 6.162 -0.1 0.5 -1.3 -1.467
C 3.533 1.825 4.779 -1.0 -1.1 1.2 0.733
C 4.853 1.073 4.933 0.5 0.6 -0.5 -1.075
O 2.669 1.169 3.773 0.5 1.0 1.8 -0.425
H 3.178 2.750 6.770 0.7 -0.2 0.0 0.397
H 2.761 1.009 6.730 0.0 0.0 -0.2 0.322
H 1.763 2.311 6.016 -0.3 -0.5 -0.3 0.368
H 3.791 2.838 4.469 -0.2 0.1 -0.2 0.110
H 4.837 0.018 5.207 -0.6 -0.1 -0.4 0.304
H 5.535 1.501 5.667 -0.2 0.5 0.2 0.387
H 5.326 1.254 3.967 0.4 -0.7 0.0 0.180
H 3.129 1.170 2.931 0.4 -0.1 -0.1 0.080
O 0.260 -2.193 3.893 0.0 0.2 0.0 -0.575
H -0.596 -2.620 3.860 -0.3 -0.1 0.0 0.264
H 0.886 -2.897 3.723 0.2 -0.2 0.0 0.294
O -1.605 1.132 3.376 0.2 -0.2 -0.1 -0.541
H -2.525 0.884 3.284 -0.3 -0.1 0.0 0.273
H -1.625 2.073 3.548 0.1 0.2 0.2 0.271
O 2.321 -1.252 -3.850 0.6 -0.2 -0.3 -0.695
H 2.125 -1.219 -2.913 -0.2 0.3 0.3 0.242
H 1.564 -1.689 -4.239 -0.3 0.1 -0.1 0.312
```
Positions in Å, forces in eV/Å.

As for the multiplicity: 1. The charge is 0. The calculation puts the orbital gap at 9.95 eV. The value obtained for the energy above the lowest of the compared OMol25 structures with the same formula, charge and spin is 85.5 kcal/mol. The HOMO energy is -9.60 eV.